{"formula": "C3H4IN3", "method": "the ωB97M-V functional and the def2-TZVPD basis", "orbital_gap_ev": [6.6312, 8.4000], "lumo_energy_ev": [-1.9, -0.1], "energy_ev": -15742.06900, "homo_ev": [-8.5421, -8.5223], "symbols": ["C", "C", "C", "N", "N", "N", "I", "H", "H", "H", "H"], "coordinates": [[0.247261, 0.833692, -0.536073], [-0.303848, 1.937892, 0.047556], [0.121973, -0.450223, 0.055707], [-1.063488, 2.097870, 1.014230], [-0.574625, -0.500538, 1.237026], [0.638639, -1.554206, -0.452172], [-1.259434, -2.154159, 1.990026], [0.889583, 0.982209, -1.429848], [0.101421, 2.763092, -0.421370], [1.126288, -1.497232, -1.268949], [0.076230, -2.458399, -0.236133]], "forces_ev_per_a": [[1.556, -3.196, -1.150], [-0.509, 0.571, 0.714], [-2.037, 0.586, 3.128], [-1.034, 0.112, 1.034], [1.119, 2.368, -2.330], [-1.834, -3.687, 1.654], [-0.214, -1.196, 0.299], [-0.610, -0.303, 0.685], [0.602, 2.789, -0.809], [1.278, -0.117, -2.584], [1.683, 2.074, -0.641]], "mulliken_charge": [-0.422, 0.057, 0.877, -0.489, -0.553, -0.461, 0.087, 0.208, 0.372, 0.189, 0.132]}